# C44H48ClF4N7O9PtS

C44H48ClF4N7O9PtS as an isolated structure in a non-equilibrium geometry (the ωB97M-V functional and the def2-TZVPD basis, the OMol25 dataset).

Computed properties:
- Spin multiplicity: 3
- HOMO level (alpha / beta): -8.096 / -8.101 eV
- ⟨S²⟩: 2.043

Last column: Mulliken charge in e.
Positions of all 115 atoms, in Å:
Pt 4.515 2.248 1.616  0.92
Cl 6.620 -2.688 -0.395  1.59
O 6.452 -3.776 0.550  -0.31
O 7.924 -2.157 -0.151  -0.41
O 6.521 -3.243 -1.710  -0.41
O 5.600 -1.662 -0.210  -0.47
C -0.990 -1.087 0.029  0.55
F -0.553 -0.942 -1.191  -0.21
F -2.305 -1.148 -0.005  -0.21
F -0.453 -2.198 0.599  -0.22
S -0.656 0.455 1.067  1.04
O -1.322 0.274 2.385  -0.66
O 0.798 0.498 1.198  -0.67
O -1.172 1.582 0.275  -0.62
N -8.837 0.630 2.123  -0.54
C -7.522 0.890 1.888  -0.28
C -7.053 1.780 0.883  -0.42
C -8.025 2.471 0.182  -0.22
C -9.379 2.237 0.432  -0.36
C -9.721 1.315 1.377  -0.14
H -6.775 0.305 2.403  0.42
H -6.010 1.930 0.647  0.47
H -7.732 3.206 -0.554  0.37
H -10.153 2.782 -0.088  0.35
H -10.754 1.112 1.621  0.36
N 2.051 -8.683 -4.042  -0.55
C 0.885 -9.289 -3.708  -0.16
C 0.093 -8.853 -2.653  -0.31
C 0.500 -7.699 -1.920  -0.28
C 1.684 -7.075 -2.285  -0.38
C 2.443 -7.606 -3.370  -0.13
H 0.561 -10.219 -4.151  0.33
H -0.751 -9.403 -2.265  0.34
H -0.086 -7.335 -1.089  0.40
H 2.101 -6.225 -1.766  0.37
H 3.414 -7.231 -3.659  0.37
N 4.575 0.159 5.347  -0.45
C 5.020 0.620 6.557  -0.13
C 4.660 0.110 7.840  -0.43
C 3.694 -0.893 7.815  -0.13
C 3.282 -1.450 6.654  -0.38
C 3.716 -0.938 5.466  -0.26
H 5.750 1.415 6.584  0.33
H 5.025 0.634 8.710  0.36
H 3.208 -1.231 8.718  0.34
H 2.494 -2.186 6.710  0.37
H 3.357 -1.303 4.515  0.40
N 2.463 5.240 3.604  -0.34
C 1.431 4.943 4.529  -0.31
C 0.515 5.929 5.030  -0.31
C 0.775 7.265 4.804  -0.18
C 1.792 7.619 3.947  -0.37
C 2.566 6.606 3.344  -0.22
H 1.267 3.919 4.832  0.36
H -0.353 5.719 5.637  0.36
H 0.165 7.983 5.331  0.37
H 1.923 8.673 3.754  0.34
H 3.329 6.926 2.650  0.32
N 0.645 -9.231 5.167  -0.55
C -0.545 -8.651 5.584  -0.20
C -0.828 -7.324 5.365  -0.32
C 0.142 -6.557 4.689  -0.19
C 1.326 -7.113 4.189  -0.53
C 1.562 -8.441 4.488  -0.08
H -1.231 -9.272 6.143  0.36
H -1.680 -6.799 5.771  0.36
H -0.049 -5.494 4.667  0.40
H 2.126 -6.595 3.681  0.38
H 2.412 -9.034 4.186  0.39
N -3.760 4.160 -5.998  -0.54
C -4.801 3.898 -6.867  -0.12
C -5.666 2.874 -6.668  -0.38
C -5.390 1.975 -5.625  -0.24
C -4.412 2.287 -4.633  -0.39
C -3.587 3.330 -4.919  -0.24
H -4.863 4.512 -7.753  0.36
H -6.444 2.731 -7.403  0.35
H -6.011 1.143 -5.327  0.35
H -4.294 1.544 -3.858  0.42
H -2.742 3.576 -4.294  0.43
N 4.191 3.766 -2.347  -0.39
C 5.172 4.633 -2.817  -0.22
C 5.229 5.122 -4.152  -0.36
C 4.254 4.560 -5.051  -0.22
C 3.339 3.675 -4.626  -0.36
C 3.331 3.320 -3.287  -0.24
H 5.877 5.126 -2.165  0.30
H 5.945 5.879 -4.435  0.37
H 4.353 4.709 -6.116  0.35
H 2.642 3.253 -5.334  0.38
H 2.541 2.663 -2.955  0.42
C -3.174 6.832 0.322  -0.47
O -1.870 6.383 0.045  -0.49
H -3.843 6.049 0.679  0.25
H -2.991 7.601 1.074  0.19
H -3.584 7.310 -0.568  0.21
H -1.882 5.423 0.031  0.32
C -5.025 0.053 7.248  -0.53
O -4.159 -0.784 6.440  -0.49
H -5.770 -0.646 7.628  0.22
H -4.694 0.570 8.148  0.25
H -5.512 0.800 6.621  0.24
H -3.641 -0.246 5.836  0.30
F 5.376 -0.612 -9.018  -0.30
C 4.145 -0.821 -8.531  0.41
C 3.079 -0.777 -9.430  -0.43
C 1.805 -1.059 -8.945  -0.27
C 1.580 -1.552 -7.666  -0.52
C 2.695 -1.702 -6.791  -0.29
C 3.959 -1.225 -7.205  -0.55
H 3.273 -0.438 -10.437  0.40
H 0.955 -0.894 -9.590  0.35
H 0.624 -1.885 -7.290  0.38
H 2.552 -2.242 -5.866  0.40
H 4.749 -1.327 -6.476  0.43



# C31H44As3NO2Pt

C31H44As3NO2Pt as an isolated structure in a non-equilibrium geometry (the ωB97M-V functional and the def2-TZVPD basis, the OMol25 dataset).

Computed properties:
- HOMO level (alpha / beta): -13.097 / -13.075 eV
- Energy above the lowest of the compared OMol25 structures with the same formula, charge and spin: 65.7 kcal/mol
- Net charge: +2

Last column: Mulliken charge in e.
Positions of all 82 atoms, in Å:
Pt 0.168 -0.314 -0.880  1.82
C 2.915 -1.381 1.591  -1.30
As 1.018 -1.047 1.332  0.96
C 0.322 -2.767 1.914  -1.28
C 0.356 0.069 2.821  -0.71
C 0.793 1.526 2.939  2.91
C 2.322 1.612 2.816  -1.72
C 0.149 2.435 1.891  -2.08
As 0.581 2.168 -0.021  1.02
C -0.506 3.616 -0.756  -1.37
C 2.324 2.997 -0.253  -1.45
C 0.436 2.074 4.338  -2.13
As -1.364 2.013 5.213  0.36
C -2.689 2.406 3.802  -0.75
C -1.717 0.094 5.453  -0.90
H 3.118 -1.581 2.642  0.52
H 3.537 -0.565 1.236  0.33
H 3.144 -2.268 1.002  0.42
H 0.765 -3.026 2.875  0.51
H 0.595 -3.527 1.183  0.41
H -0.764 -2.744 2.002  0.24
H 0.655 -0.462 3.729  0.92
H -0.734 0.006 2.741  -1.08
H 2.625 1.379 1.792  -0.09
H 2.812 0.909 3.490  0.43
H 2.680 2.612 3.061  0.44
H 0.440 3.468 2.102  0.81
H -0.938 2.379 1.967  0.26
H -0.054 4.559 -0.450  0.47
H -1.540 3.582 -0.417  0.44
H -0.485 3.557 -1.844  0.42
H 2.498 3.724 0.539  0.48
H 2.311 3.501 -1.218  0.52
H 3.125 2.263 -0.271  0.31
H 0.680 3.139 4.347  0.54
H 1.091 1.609 5.081  0.60
H -2.455 3.336 3.286  0.30
H -3.652 2.538 4.292  0.45
H -2.780 1.583 3.088  0.04
H -0.889 -0.364 5.992  0.35
H -1.883 -0.444 4.519  0.04
H -2.609 -0.003 6.070  0.43
N -1.575 0.309 -0.059  -0.26
C -2.537 -0.684 0.234  -0.39
C -2.937 -0.977 1.532  0.80
C -3.928 -1.920 1.750  -1.02
C -4.509 -2.576 0.668  -0.78
C -4.072 -2.311 -0.620  -0.67
C -3.071 -1.371 -0.844  0.83
C -2.510 -1.115 -2.174  0.69
C -3.328 -1.078 -3.303  -0.79
C -2.778 -1.062 -4.578  -0.93
C -1.397 -1.113 -4.735  -0.86
C -0.582 -1.085 -3.608  -0.11
C -1.136 -1.002 -2.340  0.57
H -1.366 0.909 0.731  -0.07
H -1.811 0.844 -0.887  0.67
H -2.504 -0.437 2.368  -0.55
H -4.251 -2.145 2.756  0.52
H -5.281 -3.314 0.831  0.43
H -4.499 -2.849 -1.455  0.60
H -4.401 -1.060 -3.162  0.61
H -3.432 -1.037 -5.439  0.43
H -0.943 -1.157 -5.716  0.51
H 0.493 -1.124 -3.754  -0.06
C 3.387 -3.127 -2.185  -1.93
C 2.440 -1.963 -2.238  1.10
O 1.614 -1.800 -1.327  -0.75
C 2.539 -1.052 -3.386  0.31
C 2.957 -1.471 -4.648  -0.50
C 2.939 -0.604 -5.725  -0.85
C 2.490 0.711 -5.560  -0.71
C 2.088 1.156 -4.324  -0.53
C 2.136 0.302 -3.193  0.25
O 1.851 0.732 -2.009  -0.57
H 3.426 -3.536 -1.178  0.37
H 4.382 -2.846 -2.522  0.43
H 3.020 -3.909 -2.855  0.42
H 3.236 -2.503 -4.814  0.46
H 3.243 -0.951 -6.702  0.46
H 2.449 1.377 -6.413  0.47
H 1.756 2.172 -4.155  0.50